i) The following is a DFT calculation (ωB97M-V/def2-TZVPD) of C3H9NS in the gas phase.

Geometry as ORCA input:
```
! wB97M-V def2-TZVPD RIJCOSX def2/J DEFGRID3
* xyz 0 1
S 1.9286 -1.7287 0.6020
N -0.7551 -0.3154 -0.4851
C -0.0755 0.2340 0.6400
C 1.4303 0.0302 0.6005
C -1.5866 0.4943 -1.3445
H 1.8594 0.5104 -0.2854
H -1.4324 1.5517 -1.1843
H -0.2169 1.3200 0.6460
H 2.3443 -1.7678 1.8718
H -0.8660 -1.3142 -0.5292
H -1.4171 0.2482 -2.3894
H -0.4595 -0.0783 1.6078
H -2.6641 0.3153 -1.2029
H 1.9107 0.5003 1.4527
*
```

Properties
LUMO: 1.0 eV
Gap between HOMO and LUMO: 9.3 eV
HOMO energy: -8.3 eV
SMILES string: CNCCS



ii) The following is a DFT calculation (ωB97M-V/def2-TZVPD) of 2 unconnected molecules or ions with the total composition C3H9NS.

Geometry as ORCA input:
```
! wB97M-V def2-TZVPD RIJCOSX def2/J DEFGRID3
* xyz 0 1
S 1.2263 2.5839 -2.6755
N -1.1451 -5.3637 3.4889
C -0.2958 2.8919 -1.8614
C -2.1923 -5.8019 2.7892
C 2.4362 3.2978 -1.3948
H -3.1224 -5.3828 2.4700
H -0.3938 3.9223 -1.3767
H 2.2165 4.1183 -0.7133
H 3.2279 3.5414 -2.0576
H -1.0022 2.9962 -2.6014
H 2.8835 2.3823 -0.8301
H -1.1399 -4.3314 3.5434
H -1.8991 -6.9257 2.4680
H -0.7998 2.0715 -1.2485
*
```

Properties
LUMO: 1.1 eV
Gap between HOMO and LUMO: 9.6 eV
HOMO energy: -8.6 eV
SMILES string: C=N.CSC



Which is most stable? The ranking, best first, is i), ii).



i) The following is a DFT calculation (ωB97M-V/def2-TZVPD) of 2 unconnected molecules or ions with the total composition C3H9NS.

Geometry as ORCA input:
```
! wB97M-V def2-TZVPD RIJCOSX def2/J DEFGRID3
* xyz 0 1
S -0.4600 0.1887 1.1069
N 0.3514 0.4198 -1.8563
C 0.0858 1.3831 2.2525
C -0.2738 -1.7739 -1.2927
C 0.7339 -0.9503 -1.5239
H -0.4599 2.3932 2.3511
H -0.1819 -2.8230 -0.9993
H 1.1280 1.6881 2.4028
H 1.1578 0.9481 -2.1764
H -1.3018 -1.4943 -1.4722
H -0.3681 0.3642 -2.5863
H -0.0715 1.0657 3.3168
H 1.6900 -1.2486 -1.8823
H -0.0728 0.9851 -1.0855
*
```

Properties
LUMO: -0.1 eV
Gap between HOMO and LUMO: 6.2 eV
HOMO energy: -6.2 eV



ii) The following is a DFT calculation (ωB97M-V/def2-TZVPD) of C3H9NS in the gas phase.

Geometry as ORCA input:
```
! wB97M-V def2-TZVPD RIJCOSX def2/J DEFGRID3
* xyz 0 1
S 2.1027 -1.7545 0.6945
N -0.6878 -0.3883 -0.5951
C 1.4459 0.0726 0.5159
C -1.5799 0.4632 -1.3851
C -0.0483 0.2130 0.5118
H -1.1485 -1.2638 -0.3883
H -2.6161 0.3725 -1.0843
H 1.7528 0.6153 1.5202
H -0.5450 1.2309 0.6790
H 2.4772 -1.5508 1.8972
H -0.2873 -0.4214 1.4356
H 1.8611 0.3673 -0.3851
H -1.4593 0.5096 -2.4236
H -1.2674 1.5344 -0.9927
*
```

Properties
LUMO: 1.1 eV
Gap between HOMO and LUMO: 9.8 eV
HOMO energy: -8.7 eV
SMILES string: CNCCS



iii) The following is a DFT calculation (ωB97M-V/def2-TZVPD) of 2 unconnected molecules or ions with the total composition C3H9NS.

Geometry as ORCA input:
```
! wB97M-V def2-TZVPD RIJCOSX def2/J DEFGRID3
* xyz 0 1
S -0.6151 0.3744 0.2761
N -0.6643 -1.0233 -0.4113
C -0.0176 -0.1300 2.0343
C -1.2299 -1.0441 -1.7236
C 1.6579 1.5054 -0.1728
H 2.3507 0.7994 0.4561
H 1.3710 2.3550 0.3390
H -0.2424 -1.2396 2.0294
H -0.7289 0.2749 2.6330
H -2.2976 -0.6872 -1.7638
H 1.5336 1.3196 -1.2266
H -0.6391 -0.5606 -2.4677
H 1.0238 0.2556 2.0263
H -1.5020 -2.1996 -2.0284
*
```

Properties
LUMO (spin up / spin down): 0.3 / 0.4 eV
Gap between HOMO and LUMO (spin up / spin down): 8.0 / 8.0 eV
HOMO energy (spin up / spin down): -7.7 / -7.5 eV



Which is most stable? The ranking, best first, is ii), i), iii).



i) The following is a DFT calculation (ωB97M-V/def2-TZVPD) of 2 unconnected molecules or ions with the total composition C19H25NO6.

Geometry as ORCA input:
```
! wB97M-V def2-TZVPD RIJCOSX def2/J DEFGRID3
* xyz 0 1
O -0.1700 0.9177 0.9998
O 1.7201 -1.5622 -2.6880
O -1.1604 0.7845 2.9915
O -2.7301 -2.7589 1.9184
O -0.9525 2.6055 -4.3428
O -2.1593 -1.2889 3.5153
N 2.5128 -1.1908 -0.0303
C -1.1841 -0.4222 -2.3719
C -2.3619 -1.6408 2.1967
C -3.5354 0.7279 3.5881
C 3.4002 -1.1018 -1.1308
C 4.7879 -1.4469 -0.5456
C -1.6911 0.2711 5.2628
C -1.3312 1.7889 -3.3243
C -2.3373 1.3308 -1.1715
C -0.8861 0.4448 -3.3842
C -2.0850 -0.9459 -0.1367
C -1.3276 3.9960 -4.2986
C 4.6523 -1.2175 0.9687
C 3.1231 -1.2156 1.2533
C -1.0630 0.4358 1.6723
C -2.1586 0.1240 3.8089
C -2.1058 2.2080 -2.2120
C -2.0011 -0.6152 1.1866
C -1.8739 -0.0047 -1.2135
C 2.9759 -2.0392 -2.2527
H 3.7276 -2.0052 -3.0581
H -2.3379 -1.9852 -0.3524
H 5.5728 -0.8481 -1.0199
H -2.9045 1.6529 -0.2984
H -1.6532 1.3292 5.5337
H 2.8729 -3.0560 -1.8421
H -4.2512 0.2325 4.2556
H 5.0783 -0.2444 1.2369
H 4.9800 -2.5090 -0.7477
H 1.5173 -1.0327 -0.1296
H -0.6943 -0.1634 5.3829
H -2.5059 3.2214 -2.1607
H -0.8873 4.4871 -3.4189
H -0.9095 4.4150 -5.2149
H 2.8434 -2.1386 1.7912
H -2.3913 -0.2409 5.9279
H -3.5082 1.7900 3.8563
H 2.8099 -0.3690 1.8906
H -2.4219 4.1043 -4.2977
H 1.4692 -2.0465 -3.4892
H -0.3046 0.1351 -4.2489
H -0.8664 -1.4639 -2.4150
H 5.1620 -2.0027 1.5358
H -3.8575 0.6160 2.5469
H 3.4021 -0.0630 -1.5241
*
```

Properties
LUMO: -0.6 eV
Gap between HOMO and LUMO: 6.9 eV
HOMO energy: -7.6 eV
SMILES string: COc1ccc(C=C2C(=O)OC(C)(C)OC2=O)cc1.OC[C@@H]1CCCN1



ii) The following is a DFT calculation (ωB97M-V/def2-TZVPD) of C19H25NO6 in the gas phase.

Geometry as ORCA input:
```
! wB97M-V def2-TZVPD RIJCOSX def2/J DEFGRID3
* xyz 0 1
O 2.6047 0.1064 2.9625
O -1.0087 -0.8627 -0.2698
O -0.5947 -0.9866 -2.4710
O 1.9803 -1.3932 0.9384
O 0.9112 1.4695 3.5014
O 2.2838 0.0722 -0.7292
N -0.4569 1.8780 -0.2782
C -0.2304 1.0967 -1.4639
C -3.7426 0.0259 -1.0661
C 1.8542 -0.1897 0.3779
C 4.1284 -0.8958 4.5011
C -0.9236 -2.3704 -2.4616
C 3.0126 0.1179 4.3273
C -3.3912 1.3553 -1.2586
C -2.9257 2.1979 -0.1026
C -4.1765 -0.7503 -2.1269
C -3.9225 1.1180 -3.5992
C -3.5015 1.8955 -2.5357
C -1.5412 2.8354 -0.3111
C -0.6714 -0.3508 -1.3015
C 4.2264 -2.1927 0.4538
C 0.1500 1.6253 0.8851
C 2.7318 -2.3672 0.2228
C 1.1379 0.7555 1.2481
C -4.2577 -0.2101 -3.3985
C 1.5036 0.8120 2.6713
H 2.1503 -0.1242 4.9588
H 2.3837 -3.3298 0.6042
H -2.0082 -2.4914 -2.4432
H -3.2647 2.9377 -2.7015
H -0.2140 2.2264 1.7134
H 2.5027 -2.2844 -0.8461
H 3.7727 -1.8873 4.2337
H 4.5512 -1.2375 0.0490
H -2.8924 1.5889 0.8019
H -0.4947 -2.8544 -1.5821
H -3.6424 3.0083 0.0571
H 4.4411 -2.2134 1.5189
H 0.8444 1.0600 -1.6923
H -3.9955 1.5513 -4.5860
H -3.6673 -0.4073 -0.0799
H -0.7583 1.5316 -2.3128
H 4.7717 -2.9921 -0.0405
H -1.5090 3.3576 -1.2711
H -1.3734 3.5703 0.4792
H -4.5887 -0.8171 -4.2282
H 4.9678 -0.6401 3.8596
H 4.4601 -0.9031 5.5355
H 3.3494 1.1284 4.5889
H -4.4568 -1.7802 -1.9570
H -0.5100 -2.7902 -3.3751
*
```

Properties
LUMO: 0.8 eV
Gap between HOMO and LUMO: 9.0 eV
HOMO energy: -8.2 eV
SMILES string: CCOC(=O)C(=CN(CCc1ccccc1)CC(=O)OC)C(=O)OCC



Which is most stable? The ranking, best first, is ii), i).



i) The following is a DFT calculation (ωB97M-V/def2-TZVPD) of C8H7N in the gas phase.

Geometry as ORCA input:
```
! wB97M-V def2-TZVPD RIJCOSX def2/J DEFGRID3
* xyz 0 1
N 1.9495 0.6720 0.0337
C -1.4164 -1.0701 -0.0437
C -0.0093 1.4644 -0.0622
C 2.8039 1.4772 -0.2204
C 0.0403 -1.1297 0.0752
C 0.6651 -2.2849 0.1385
C -2.0640 0.0784 0.0520
C -1.3330 1.3409 -0.0209
C 0.7157 0.1684 -0.0718
H 3.1821 2.0649 0.5598
H -1.8181 2.1609 -0.4682
H 0.2089 -3.1590 0.4986
H -3.1158 0.0585 0.0789
H 1.7352 -2.3146 -0.1643
H -1.9549 -1.9692 -0.1076
H 0.4108 2.4418 -0.2776
*
```

Properties
LUMO (spin up / spin down): -0.3 / -0.3 eV
Gap between HOMO and LUMO (spin up / spin down): 6.7 / 6.8 eV
HOMO energy (spin up / spin down): -7.1 / -7.1 eV



ii) The following is a DFT calculation (ωB97M-V/def2-TZVPD) of a molecular structure, C8H7N.

Geometry as ORCA input:
```
! wB97M-V def2-TZVPD RIJCOSX def2/J DEFGRID3
* xyz 0 1
N -3.2365 -0.7405 -0.2566
C 0.1727 -1.5430 0.8875
C -1.0038 0.4260 0.0271
C 1.1865 -0.3538 -1.0030
C 0.1505 0.7225 -0.9312
C -2.2239 -0.1995 -0.1451
C 0.4606 1.8496 0.0573
C -0.5621 1.5267 0.8659
C 1.1792 -1.3707 -0.1501
H 1.9611 -0.2524 -1.7501
H 0.3996 -1.2114 1.8893
H -0.1406 1.0519 -1.9332
H -0.5752 -2.3138 0.8009
H 1.9593 -2.1258 -0.1967
H -0.9487 1.9310 1.7820
H 1.2213 2.6031 0.0561
*
```

Properties
LUMO (spin up / spin down): 0.0 / -0.6 eV
Gap between HOMO and LUMO (spin up / spin down): 8.1 / 7.7 eV
HOMO energy (spin up / spin down): -8.2 / -8.4 eV



Which is most stable? The ranking, best first, is ii), i).



i) The following is a DFT calculation (ωB97M-V/def2-TZVPD) of a gas-phase ion, C5H7N4 (charge +1).

Geometry as ORCA input:
```
! wB97M-V def2-TZVPD RIJCOSX def2/J DEFGRID3
* xyz 1 1
N -1.5705 0.7869 0.6995
N -0.0526 -1.3957 -1.4520
N 1.1745 0.4036 -1.0442
N -1.1927 0.3027 -0.3497
C -0.0625 -0.2128 -0.7901
C 1.1993 -1.5965 -1.9660
C 1.9196 -0.4107 -1.8271
C -1.6852 1.3009 2.9150
C -1.0354 0.6826 1.9313
H -1.2879 1.1796 3.9199
H 1.5277 1.3115 -0.9117
H -0.1342 0.2673 2.2197
H -0.6639 -2.1788 -1.3649
H 1.3830 -2.5306 -2.3841
H -2.2728 2.1236 2.7160
H 2.7537 -0.0336 -2.3118
*
```

Properties
LUMO (spin up / spin down): -5.1 / -5.1 eV
Gap between HOMO and LUMO (spin up / spin down): 7.6 / 7.6 eV
HOMO energy (spin up / spin down): -12.7 / -12.7 eV
SMILES string: C=CN=[N+]=c1[nH]cc[nH]1



ii) The following is a DFT calculation (ωB97M-V/def2-TZVPD) of a gas-phase ion, C5H7N4 (charge +1).

Geometry as ORCA input:
```
! wB97M-V def2-TZVPD RIJCOSX def2/J DEFGRID3
* xyz 1 1
N 1.6904 -0.3072 -2.9569
N -1.2740 -1.1682 -1.3730
N -0.6390 -0.5594 -0.3966
N 2.5341 -0.0845 -3.6406
C 0.6238 -0.1595 -0.7684
C -0.5516 -1.2119 -2.4547
C -1.3039 -0.5266 0.9081
C 0.6729 -0.5630 -2.1766
C 1.6386 0.5256 0.0678
H -0.9719 -1.3915 -3.4023
H -0.8086 0.0741 1.6909
H 1.3781 0.4060 1.0762
H 2.6148 -0.0246 0.1350
H 1.9226 1.5393 -0.1993
H -2.2731 -0.3210 0.7457
H -1.5220 -1.5352 1.3515
*
```

Properties
LUMO: -5.3 eV
Gap between HOMO and LUMO: 9.3 eV
HOMO energy: -14.6 eV
SMILES string: Cc1c([N+]#N)cnn1C



Which is most stable? The ranking, best first, is ii), i).



i) The following is a DFT calculation (ωB97M-V/def2-TZVPD) of C20H23NO3 in the gas phase.

Geometry as ORCA input:
```
! wB97M-V def2-TZVPD RIJCOSX def2/J DEFGRID3
* xyz 0 1
O 1.6499 4.4244 2.2849
O 0.9193 0.1279 -2.3042
O 2.2738 -2.5598 2.4073
N 0.8456 3.5966 1.4400
C -0.6237 4.1998 1.3566
C 1.0254 1.5378 0.1216
C -0.3093 0.0912 -2.9603
C 1.8613 -1.8940 1.2383
C 1.2918 -2.8626 3.4012
C 1.2980 -1.9738 -1.1492
C 1.6165 1.5585 2.4507
C 1.2008 -4.1968 -2.2024
C 1.0662 -2.8003 -2.2726
C -0.6974 4.9862 0.0090
C 1.1778 2.1972 1.3350
C 1.6321 -0.4689 1.2125
C 1.7203 -4.0198 0.1427
C 1.8392 0.1980 2.3822
C 1.0890 -0.5568 -1.1889
C -1.6834 3.1380 1.1245
C 1.3601 0.1550 0.0150
C 1.6283 -2.6494 0.1076
C -0.9868 5.1417 2.5636
C 1.5670 -4.7551 -0.9991
H -1.7050 5.2538 -0.3309
H -2.6625 3.4304 0.8356
H 0.2073 -2.6403 3.1076
H -0.1217 5.8946 0.0498
H -0.2705 4.4161 -0.7080
H 2.2634 -0.2889 3.2968
H 1.3231 -3.8937 3.6998
H -1.2997 2.4115 0.4892
H 1.7421 2.2470 3.2534
H 0.9285 -2.2870 -3.1881
H 1.9184 -4.5729 1.0779
H 1.3516 -2.1510 4.2788
H -2.0553 5.4140 2.6110
H 2.6371 4.5021 1.9616
H 1.5618 -5.8373 -1.0374
H 1.1018 -4.7739 -3.1231
H -1.0191 -0.6800 -2.4841
H -0.8793 4.4627 3.4490
H -0.8267 1.0218 -2.9522
H -0.2884 -0.3538 -4.0341
H -1.8896 2.5602 2.0477
H 0.5092 2.1206 -0.6175
H -0.4172 6.0003 2.6722
*
```

Properties
LUMO: -0.3 eV
Gap between HOMO and LUMO: 6.6 eV
HOMO energy: -6.9 eV
SMILES string: COc1c2ccccc2c(OC)c2cc(N(O)C(C)(C)C)ccc12



ii) The following is a DFT calculation (ωB97M-V/def2-TZVPD) of C20H23NO3 in the gas phase.

Geometry as ORCA input:
```
! wB97M-V def2-TZVPD RIJCOSX def2/J DEFGRID3
* xyz 0 1
O -2.1522 -3.3066 0.1064
O 2.3119 1.1853 0.4822
O 2.8187 1.4126 -3.0397
N 1.2798 2.4055 -1.7068
C -3.0338 -3.8568 2.7796
C -2.2368 -4.5297 4.9367
C -0.2391 -0.9134 1.9429
C -1.5265 -2.8951 1.0639
C -1.7521 -3.4386 2.4290
C 3.1338 1.2737 -0.6605
C 0.1807 -1.7119 -0.2813
C 2.3976 1.6990 -1.9397
C -3.2765 -4.3888 4.0315
C -0.5031 -1.8318 0.9259
C 1.1347 -0.7317 -0.4709
C -0.4685 5.1110 -3.7695
C -0.7089 -3.5937 3.3391
C -0.9539 -4.1412 4.5852
C -0.0375 4.8036 -5.2013
C 0.6971 0.0784 1.7562
C 1.4032 0.1711 0.5541
C 0.4820 4.4815 -2.7457
C 0.4555 2.9531 -2.7593
C -0.5265 6.6228 -3.5552
H -0.6891 5.3142 -5.9067
H -0.0861 3.7383 -5.4076
H 3.8747 2.0438 -0.4236
H -0.1411 -4.2670 5.2854
H -0.7868 -0.9632 2.8722
H 1.0356 2.6246 -0.7523
H -3.8292 -3.7491 2.0572
H -0.8605 6.8594 -2.5474
H -1.2162 7.0812 -4.2597
H -4.2749 -4.6999 4.3015
H -2.4241 -4.9500 5.9139
H 0.2952 -3.3086 3.0606
H 0.1998 4.8246 -1.7461
H 3.6637 0.3340 -0.8536
H 0.4571 7.0632 -3.7036
H 0.8606 2.5643 -3.6947
H -0.5720 2.5939 -2.6352
H 0.9075 0.7997 2.5305
H -0.0434 -2.4107 -1.0732
H -1.4715 4.6988 -3.6090
H 0.9821 5.1422 -5.3703
H 1.5014 4.8214 -2.9404
H 1.6489 -0.6702 -1.4170
*
```

Properties
LUMO: 0.2 eV
Gap between HOMO and LUMO: 9.1 eV
HOMO energy: -9.0 eV
SMILES string: CC(C)CCNC(=O)COc1ccc(C(=O)c2ccccc2)cc1



Which is most stable? The ranking, best first, is ii), i).